Here is C4H4EuO2 as an isolated structure in a non-equilibrium geometry from the Open Molecules 2025 dataset. Energies are from ωB97M-V with the def2-TZVPD basis set.

## Properties
- DFT total energy (hartree) = -1014.8116
- <S²> = 15.76
- gap between HOMO and LUMO (spin up / spin down) (eV) = 5.61 / 5.85
- HOMO (spin up / spin down) (eV) = -15.7 / -15.7
- total charge = +2
- M (g/mol) = 236.0
- spin multiplicity = 8
- ΔE to the lowest compared entry with this formula, charge and spin (eV) = 1.6328

Structure (XYZ):
```
11
Properties=species:S:1:pos:R:3:forces:R:3:lowdin_charge:R:1
H -1.573 -1.214 -0.889 0.24 0.41 -0.12 0.12
O 1.416 2.166 -1.578 -0.42 -0.89 1.02 0.30
C 1.231 1.348 -0.785 0.39 0.45 -1.22 -0.10
C 1.020 0.433 0.156 1.19 -2.20 -0.39 -0.07
C -0.978 -0.743 -0.104 -2.19 2.06 0.19 -0.23
C -1.350 0.274 0.708 -1.57 -1.72 -0.52 0.08
H 1.522 0.501 1.119 -0.49 -0.14 -0.25 0.14
H -0.990 0.351 1.735 0.66 0.90 -0.67 0.10
H -2.183 0.886 0.359 -0.56 -0.65 0.85 0.10
O 0.382 -0.925 -0.256 2.94 1.20 1.07 -0.37
Eu 1.502 -3.078 -0.465 -0.18 0.59 0.05 1.93
```
Forces are in eV/Å.


Here is one molecule with the formula CH2N2O4 in a non-equilibrium geometry from the Open Molecules 2025 dataset. Energies are from ωB97M-V with the def2-TZVPD basis set.

## Properties
- DFT total energy (hartree) = -449.6512
- gap between HOMO and LUMO (eV) = 11.82
- HOMO (eV) = -11.5
- SMILES = NC(=O)O[N+](=O)[O-]
- total charge = 0
- M (g/mol) = 106.0
- ΔE to the lowest compared entry with this formula, charge and spin (eV) = 1.0194

Structure (XYZ):
```
9
Properties=species:S:1:pos:R:3:forces:R:3:lowdin_charge:R:1
C 0.389 -0.568 0.311 2.22 2.04 -0.35 -0.45
N -0.379 -1.341 1.100 2.29 -1.57 -0.33 0.20
N 0.016 1.598 -0.951 -0.26 -0.51 0.08 -0.46
O 1.535 -0.724 -0.006 -1.73 0.08 0.09 0.14
O 0.583 1.119 -1.857 1.18 -1.31 -1.38 0.15
O -0.411 2.688 -0.861 -0.69 1.71 0.78 0.15
O -0.304 0.800 0.142 0.07 -2.29 1.10 0.06
H -0.107 -2.342 1.108 0.04 1.22 0.08 0.15
H -1.321 -1.231 1.016 -3.12 0.63 -0.07 0.07
```
Forces are in eV/Å.


Here is C17H15N4OSn as an isolated structure from the Open Molecules 2025 dataset. Energies are from ωB97M-V with the def2-TZVPD basis set.

## Properties
- DFT total energy (hartree) = -1164.3241
- gap between HOMO and LUMO (eV) = 7.64
- HOMO (eV) = -19.8
- total charge = +3
- M (g/mol) = 410.0
- ΔE to the lowest compared entry with this formula, charge and spin (eV) = 0.5218

Structure (XYZ):
```
38
Properties=species:S:1:pos:R:3:forces:R:3:lowdin_charge:R:1
Sn 0.134 0.615 0.122 -0.24 0.03 0.64 1.71
O -2.808 0.339 2.820 -0.09 -0.10 0.01 0.22
C -2.187 0.393 1.806 0.02 -0.01 -0.01 -0.43
N -0.888 -0.090 1.648 0.09 -0.17 -0.15 -0.12
C -0.125 -0.719 2.711 0.19 -0.31 -0.21 -0.09
C 1.282 -0.158 2.706 -0.16 0.12 0.04 -0.21
C 2.106 -0.146 3.812 0.03 -0.12 -0.05 0.06
C 3.377 0.401 3.702 0.02 -0.03 0.02 0.06
C 3.816 0.910 2.479 0.04 -0.05 -0.03 0.02
C 2.971 0.858 1.402 0.01 -0.14 0.10 -0.07
N 1.720 0.337 1.521 0.17 0.35 -0.12 -0.06
C -2.713 1.027 0.542 0.09 -0.01 -0.03 -0.15
C -4.049 1.307 0.399 0.00 0.00 -0.03 0.08
C -4.503 1.792 -0.827 0.03 0.02 -0.01 0.07
C -3.598 1.986 -1.864 -0.01 0.03 0.02 0.03
C -2.260 1.729 -1.649 -0.02 0.04 -0.01 -0.06
N -1.820 1.262 -0.462 -0.09 0.08 -0.10 -0.05
H -0.046 -1.788 2.482 -0.05 -0.04 0.18 0.16
H -0.626 -0.640 3.675 0.02 0.30 -0.01 0.16
H 1.752 -0.556 4.748 -0.02 0.03 0.01 0.15
H 4.028 0.432 4.568 -0.01 0.02 0.00 0.15
H 4.803 1.337 2.369 0.00 -0.01 0.00 0.14
H 3.272 1.208 0.424 -0.04 0.08 0.01 0.12
H -4.714 1.122 1.233 0.00 -0.02 0.00 0.16
H -5.555 2.007 -0.971 0.00 0.00 -0.01 0.15
H -3.921 2.339 -2.834 0.00 0.02 0.01 0.14
H -1.526 1.891 -2.426 -0.01 -0.03 -0.01 0.12
C 2.582 2.055 -3.769 0.02 0.01 -0.02 0.06
C 2.780 0.766 -3.285 0.02 -0.07 0.06 0.03
C 2.109 0.362 -2.154 0.04 0.07 -0.12 -0.07
N 1.266 1.213 -1.513 -0.24 -0.13 -0.10 -0.13
C 1.066 2.477 -1.974 0.25 0.04 -0.17 -0.10
C 1.718 2.920 -3.100 -0.04 0.03 0.07 0.03
H 3.101 2.387 -4.660 0.00 0.00 0.00 0.15
H 3.449 0.072 -3.776 -0.01 0.01 -0.02 0.15
H 2.229 -0.635 -1.748 0.00 -0.01 0.02 0.14
H 0.405 3.126 -1.412 -0.04 -0.02 0.01 0.13
H 1.552 3.932 -3.446 0.02 0.00 0.00 0.15
```
Forces are in eV/Å.


Here is C3H5IInO3P2S as an isolated structure in a non-equilibrium geometry from the Open Molecules 2025 dataset. Energies are from ωB97M-V with the def2-TZVPD basis set.

## Properties
- DFT total energy (hartree) = -1910.3511
- gap between HOMO and LUMO (eV) = 2.78
- HOMO (eV) = -20.0
- total charge = +3
- M (g/mol) = 424.8

Structure (XYZ):
```
16
Properties=species:S:1:pos:R:3:forces:R:3:lowdin_charge:R:1
O 2.516 1.769 1.170 0.65 1.56 1.61 0.14
C 2.162 1.072 0.330 -0.76 -1.78 -1.45 -0.88
I 2.131 1.738 -1.751 -0.17 -0.19 0.41 1.15
C 1.707 -0.405 0.617 -0.13 0.04 -0.46 -0.24
P -0.148 -0.655 0.460 2.33 -1.09 0.14 1.00
P -1.372 1.165 0.701 -0.71 0.52 0.51 0.50
S -2.648 1.279 -0.836 -0.70 -0.64 -0.66 0.45
C -0.656 -1.231 -1.271 0.77 -3.38 -0.83 -0.97
O -0.641 -0.500 -2.201 0.19 2.07 -0.32 0.03
O -1.033 -2.511 -1.381 -1.51 2.19 1.75 -0.09
H 1.986 -0.720 1.646 -0.09 0.25 -0.51 0.13
H 2.207 -1.048 -0.150 -0.52 0.13 0.50 0.13
H -0.507 -1.642 1.433 -0.12 0.49 -0.29 0.10
H -2.084 0.992 1.918 0.52 0.15 -0.03 0.03
H -0.496 2.287 0.716 -0.11 -0.25 0.13 0.04
In -3.125 -1.590 -1.399 0.35 -0.07 -0.49 1.48
```
Forces are in eV/Å.


Here is C23H19BaClF3N2O7S2 as an isolated structure in a non-equilibrium geometry from the Open Molecules 2025 dataset. Energies are from ωB97M-V with the def2-TZVPD basis set.

## Properties
- DFT total energy (hartree) = -3105.9314
- gap between HOMO and LUMO (eV) = 7.77
- HOMO (eV) = -5.5
- total charge = -1
- M (g/mol) = 729.3
- ΔE to the lowest compared entry with this formula, charge and spin (eV) = 1.6108

Structure (XYZ):
```
58
Properties=species:S:1:pos:R:3:forces:R:3:lowdin_charge:R:1
Ba 0.952 0.837 1.762 0.44 0.09 -0.92 2.09
F 1.199 1.409 5.490 1.77 -0.72 0.25 0.09
C 2.141 0.532 4.980 -1.97 -1.10 -0.62 -0.42
F 2.735 -0.213 5.964 -1.01 1.36 -1.20 0.13
F 1.275 -0.329 4.256 0.86 0.03 1.09 -0.06
C 3.077 1.184 3.887 1.17 -0.86 -0.19 -0.72
O 3.401 2.328 4.139 0.02 0.52 0.01 0.06
O 3.342 0.430 2.890 -0.82 0.92 1.22 -0.20
N 1.903 0.600 -2.597 -0.81 0.35 -0.41 0.07
C 3.137 0.295 -2.150 -0.59 -1.01 0.61 -0.86
S 3.840 1.131 -0.903 -0.35 0.32 0.37 0.68
N 3.729 -0.891 -2.631 -0.68 0.15 -2.97 0.00
C 4.409 -1.808 -1.850 2.23 -0.12 2.73 -0.31
C 5.588 -1.370 -1.167 0.09 1.81 -0.67 -0.09
C 6.165 -2.089 -0.154 0.59 -0.48 1.07 -0.09
C 5.776 -3.440 0.097 1.68 1.42 -0.32 -0.11
C 4.785 -3.921 -0.690 -1.96 -1.72 -0.65 -0.12
C 3.981 -3.080 -1.522 1.00 -0.30 -0.39 -0.02
H 1.238 1.137 -1.930 1.22 -0.61 -1.34 0.07
H 1.502 0.143 -3.439 0.48 0.23 1.31 0.12
H 3.708 -1.167 -3.638 -0.70 0.70 1.35 0.16
H 5.984 -0.338 -1.436 -0.62 -1.61 0.55 0.09
H 6.932 -1.630 0.516 -0.52 -0.39 -0.94 0.11
H 6.447 -4.037 0.743 -0.93 0.19 -0.30 0.11
H 4.532 -5.019 -0.677 0.12 1.31 0.18 0.11
H 3.112 -3.465 -2.019 -0.39 -0.31 -0.02 0.10
C -6.212 4.113 -0.011 1.16 -0.87 1.19 -0.05
C -4.847 3.387 -0.254 -1.80 0.29 -0.06 -0.25
C -4.355 2.819 -1.434 -2.75 1.31 -0.24 -0.05
C -3.037 2.547 -1.500 2.15 -0.89 0.61 -0.08
C -2.220 2.824 -0.414 0.75 1.21 1.20 -0.24
C -2.748 3.257 0.836 3.08 -0.31 -0.42 -0.05
C -4.077 3.416 0.890 -1.47 -0.14 0.39 -0.10
S -0.426 3.050 -0.601 -0.18 -1.32 2.42 0.51
O 0.139 1.642 -0.714 -0.58 1.46 -0.57 -0.57
O -0.242 3.931 -1.725 0.29 -0.47 0.29 -0.29
O -0.035 3.540 0.765 0.03 -0.45 -1.78 -0.47
H -5.950 4.953 0.678 -0.35 -0.12 -1.11 0.08
H -6.839 3.506 0.682 -0.02 0.06 -0.98 0.08
H -6.700 4.428 -0.926 -0.25 0.03 0.11 0.06
H -5.020 2.737 -2.325 0.63 -0.04 0.79 0.13
H -2.568 2.053 -2.325 0.05 0.12 -0.73 0.12
H -2.037 3.566 1.670 -1.13 -0.80 -1.21 0.13
H -4.636 3.543 1.804 0.32 0.64 0.37 0.12
Cl -5.128 -3.845 -2.059 -1.08 -0.64 -0.45 0.68
C -3.825 -3.412 -1.075 2.33 0.53 0.82 -0.71
C -4.007 -2.756 0.149 -2.04 -0.18 -1.23 -0.11
C -2.932 -2.244 0.813 1.65 0.11 -0.53 -0.03
C -1.672 -2.213 0.196 0.06 -0.08 -0.64 -0.11
C -1.469 -2.837 -1.055 -0.95 -0.60 1.34 0.00
C -2.508 -3.598 -1.578 -1.03 1.62 1.52 -0.10
C -0.509 -1.525 0.885 -0.25 -1.10 -0.56 -0.72
O 0.563 -1.414 0.226 -0.58 0.60 0.94 -0.14
O -0.731 -1.164 2.076 0.54 0.62 -0.25 -0.21
H -5.057 -2.548 0.465 1.00 -0.40 -0.01 0.12
H -2.994 -1.820 1.786 -0.22 0.39 0.54 0.11
H -0.513 -2.856 -1.545 0.33 0.10 0.22 0.11
H -2.296 -4.307 -2.304 0.00 -0.85 -1.77 0.07
```
Forces are in eV/Å.


Here is one molecule with the formula C4H6N2OS2 in a non-equilibrium geometry from the Open Molecules 2025 dataset. Energies are from ωB97M-V with the def2-TZVPD basis set.

## Properties
- DFT total energy (hartree) = -1137.0647
- gap between HOMO and LUMO (eV) = 8.79
- HOMO (eV) = -9.3
- total charge = 0
- M (g/mol) = 162.2
- ΔE to the lowest compared entry with this formula, charge and spin (eV) = 1.8171

Structure (XYZ):
```
15
Properties=species:S:1:pos:R:3:forces:R:3:lowdin_charge:R:1
C -2.548 -0.366 -1.056 -0.73 -0.41 -1.34 -0.26
C 1.785 1.217 -0.292 0.32 1.10 0.02 -0.62
C -2.813 -0.192 0.406 -0.82 0.38 1.43 -0.55
C 2.898 0.187 0.070 -3.77 1.84 -0.29 0.01
N -1.673 0.315 -1.683 -0.07 -1.09 -0.05 -0.24
N 0.675 0.481 -0.661 -1.83 -0.04 -0.43 -0.28
O 1.837 2.453 -0.195 0.15 -1.99 -0.02 -0.01
S -1.889 1.253 1.073 0.38 -0.58 -1.41 0.59
S -0.651 1.338 -0.878 0.20 0.36 1.59 0.85
H -3.180 -1.087 -1.722 1.04 1.27 1.47 0.16
H -3.885 -0.017 0.680 0.57 0.20 -0.95 0.08
H -2.666 -1.094 1.011 0.70 -0.12 -0.44 0.08
H 2.709 -0.599 -0.608 0.73 -0.97 -0.85 0.06
H 3.754 0.754 0.070 2.48 0.43 0.25 0.05
H 2.468 -0.120 1.002 0.65 -0.39 1.01 0.08
```
Forces are in eV/Å.